(1)
Formula: C10H14O3PS
Source: the OMol25 dataset
Level of theory: ωB97M-V with the def2-TZVPD basis set

Calculated values
* E: -1354.7223 Eh
* energy relative to the best compared isomer or geometry (same formula, charge and spin): 0.0 kJ/mol
* orbital gap (spin up / spin down): 6.44 / 6.44 eV
* HOMO energy (spin up / spin down): -3.63 / -3.63 eV
* SMILES: CCCC/P=C1/C=CC=C[C@H]1S(=O)(=O)[O-]

Geometry as ORCA input:
```
! RIJCOSX wB97M-V def2-TZVPD def2/J DEFGRID3
* xyz -1 1
C 3.282 1.237 -1.479
C 2.360 0.250 -1.455
C 3.243 2.247 -0.481
C 1.436 0.099 -0.356
C 2.225 2.282 0.414
C 1.193 1.295 0.455
C -4.196 -1.325 -0.593
C -3.163 -1.146 0.514
C -2.230 0.036 0.248
C -1.239 0.230 1.392
O 2.405 -2.406 -0.764
O 3.879 -0.971 0.571
O 1.806 -1.847 1.527
P -0.240 1.820 1.317
S 2.543 -1.468 0.334
H 4.039 1.275 -2.248
H 2.384 -0.547 -2.180
H 4.012 3.009 -0.470
H 0.576 -0.527 -0.554
H 2.145 3.111 1.107
H -4.757 -0.402 -0.743
H -3.709 -1.583 -1.532
H -4.899 -2.118 -0.341
H -2.569 -2.057 0.613
H -3.676 -0.985 1.465
H -1.689 -0.128 -0.687
H -2.825 0.947 0.125
H -1.793 0.281 2.338
H -0.543 -0.609 1.465
*
```



(2)
Formula: C29H67ClF3O17PS
Source: the OMol25 dataset
Level of theory: ωB97M-V with the def2-TZVPD basis set

Calculated values
* E: -3923.3077 Eh
* orbital gap: 9.01 eV
* HOMO energy: -8.89 eV

Geometry as ORCA input:
```
! RIJCOSX wB97M-V def2-TZVPD def2/J DEFGRID3
* xyz 0 1
O 4.459 3.410 3.214
S 3.778 2.448 2.445
O 2.929 3.086 1.507
O 3.113 1.265 3.261
C 2.978 0.090 2.361
C 1.619 0.339 1.642
C 0.551 -0.719 2.004
C -0.690 -0.466 1.152
F -1.812 -0.539 1.870
F -0.808 -1.380 0.187
F -0.691 0.721 0.551
C 4.160 0.334 1.378
P 5.364 -1.042 1.017
O 5.902 -1.546 2.472
Cl 4.055 -2.478 0.260
O 4.895 1.518 1.743
H 3.029 -0.792 2.989
H 1.769 0.349 0.565
H 1.232 1.301 1.947
H 0.307 -0.603 3.057
H 0.895 -1.713 1.726
H 3.822 0.571 0.364
H 6.844 -1.748 2.380
C -2.399 -3.953 0.600
O -1.945 -4.181 1.927
C -2.915 -3.839 2.907
C -3.610 -5.068 3.454
O -4.410 -5.698 2.464
C -3.795 -6.850 1.908
H -1.696 -4.430 -0.082
H -3.392 -4.378 0.432
H -2.421 -2.885 0.394
H -3.644 -3.130 2.503
H -2.382 -3.344 3.726
H -4.284 -4.760 4.260
H -2.883 -5.770 3.871
H -3.815 -7.674 2.631
H -2.764 -6.646 1.612
H -4.359 -7.148 1.027
C -6.871 -7.356 1.905
O -6.701 -8.597 1.233
C -7.368 -9.674 1.876
C -8.660 -10.025 1.169
O -9.619 -8.985 1.282
C -9.706 -8.197 0.107
H -6.518 -6.565 1.248
H -7.920 -7.169 2.146
H -6.276 -7.343 2.820
H -7.553 -9.446 2.929
H -6.697 -10.538 1.830
H -9.093 -10.911 1.645
H -8.469 -10.266 0.118
H -10.214 -8.758 -0.684
H -8.720 -7.883 -0.243
H -10.295 -7.309 0.338
C -6.139 -8.205 -5.951
O -5.802 -7.094 -5.138
C -6.941 -6.439 -4.599
C -7.163 -6.812 -3.149
O -7.526 -8.178 -3.011
C -6.443 -8.988 -2.579
H -5.226 -8.767 -6.144
H -6.858 -8.864 -5.458
H -6.551 -7.863 -6.906
H -7.833 -6.655 -5.194
H -6.748 -5.363 -4.658
H -7.997 -6.219 -2.759
H -6.277 -6.583 -2.549
H -6.233 -8.805 -1.519
H -5.542 -8.807 -3.170
H -6.737 -10.030 -2.701
C 3.214 5.332 -0.443
O 2.684 6.526 -0.999
C 3.192 6.790 -2.300
C 2.188 6.422 -3.371
O 1.972 5.018 -3.424
C 0.766 4.624 -2.793
H 2.636 5.082 0.440
H 3.155 4.497 -1.146
H 4.257 5.491 -0.147
H 4.141 6.270 -2.461
H 3.386 7.866 -2.356
H 2.588 6.719 -4.345
H 1.245 6.955 -3.216
H -0.094 4.906 -3.410
H 0.665 5.067 -1.799
H 0.781 3.539 -2.692
C 5.122 10.510 3.119
O 5.245 9.266 2.455
C 4.477 8.238 3.072
C 3.198 7.966 2.309
O 2.307 9.072 2.377
C 2.313 9.850 1.192
H 5.555 11.277 2.478
H 4.077 10.765 3.313
H 5.674 10.491 4.065
H 4.262 8.486 4.115
H 5.090 7.331 3.061
H 2.686 7.116 2.773
H 3.410 7.702 1.269
H 1.795 9.317 0.388
H 3.330 10.094 0.873
H 1.779 10.777 1.399
C 8.514 4.335 -2.138
O 9.435 5.406 -2.256
C 9.024 6.385 -3.199
C 8.440 7.604 -2.516
O 7.217 7.299 -1.865
C 7.368 7.146 -0.461
H 8.790 3.752 -1.260
H 7.490 4.694 -2.011
H 8.569 3.690 -3.021
H 8.309 5.964 -3.912
H 9.917 6.689 -3.755
H 8.217 8.359 -3.277
H 9.158 8.037 -1.813
H 7.518 8.125 0.005
H 8.202 6.486 -0.212
H 6.450 6.711 -0.068
*
```



(3)
Formula: C40H35BrF5N5O4PbS2Te
Source: the OMol25 dataset
Level of theory: ωB97M-V with the def2-TZVPD basis set

Calculated values
* E: -6450.6636 Eh
* energy relative to the best compared isomer or geometry (same formula, charge and spin): 211.0 kJ/mol
* orbital gap: 6.02 eV
* HOMO energy: -2.08 eV

Geometry as ORCA input:
```
! RIJCOSX wB97M-V def2-TZVPD def2/J DEFGRID3
* xyz -2 1
Pb 0.992 1.118 -0.239
Br 1.103 0.876 -8.198
C 0.564 1.111 -6.375
C -0.417 2.030 -6.053
C -0.781 2.197 -4.728
C -0.170 1.472 -3.690
O -0.482 1.661 -2.396
C 0.775 0.492 -4.053
C 1.408 -0.497 -3.105
N 2.273 -0.035 -2.136
C 3.362 -0.796 -1.838
C 4.416 -1.037 -2.705
C 5.522 -1.840 -2.340
C 5.596 -2.443 -1.114
C 4.521 -2.268 -0.200
C 4.448 -2.937 1.045
C 3.349 -2.792 1.839
C 2.312 -1.928 1.414
N 2.366 -1.266 0.289
C 3.434 -1.436 -0.542
C 1.136 0.338 -5.388
H -0.902 2.611 -6.826
H -1.549 2.915 -4.482
H 1.873 -1.261 -3.730
H 4.382 -0.572 -3.685
H 6.334 -1.970 -3.048
H 6.440 -3.067 -0.840
H 5.271 -3.578 1.344
H 3.260 -3.312 2.785
H 1.435 -1.759 2.038
H 1.875 -0.410 -5.651
C -2.285 -2.420 0.760
C -1.072 -1.775 0.130
N -0.759 -0.555 0.334
N -1.608 0.147 1.256
C -1.552 1.641 3.238
S -0.651 2.787 3.967
S -3.259 1.794 3.623
C -4.256 0.493 2.826
C -5.236 1.079 1.835
C -6.128 2.077 2.225
C -7.048 2.596 1.328
C -7.087 2.128 0.019
C -6.192 1.151 -0.385
C -5.276 0.628 0.522
C -0.173 -2.685 -0.643
C 0.056 -3.934 -0.063
C 0.950 -4.846 -0.597
C 1.615 -4.509 -1.769
C 1.381 -3.291 -2.383
C 0.492 -2.357 -1.834
O 0.224 -1.184 -2.426
H -3.106 -1.717 0.776
H -2.073 -2.687 1.799
H -2.567 -3.315 0.208
H -4.780 -0.019 3.634
H -3.580 -0.202 2.344
H -6.078 2.471 3.236
H -7.718 3.387 1.642
H -7.785 2.554 -0.691
H -6.165 0.825 -1.417
H -4.544 -0.090 0.178
H -0.449 -4.176 0.865
H 1.129 -5.793 -0.103
H 2.318 -5.201 -2.219
H 1.903 -3.055 -3.297
O 3.046 3.010 1.041
C 2.447 3.251 2.323
C 2.990 2.319 3.389
C 2.807 0.840 3.053
C 1.387 0.371 3.267
C 1.088 -0.339 4.427
C -0.175 -0.988 4.461
C -1.112 -0.726 3.521
C -0.880 0.401 2.534
N 0.531 0.625 2.293
H 3.954 2.730 1.176
H 1.374 3.110 2.204
H 2.626 4.291 2.619
H 2.491 2.535 4.339
H 4.060 2.532 3.520
H 3.460 0.239 3.687
H 3.113 0.668 2.016
H 1.847 -0.518 5.178
H -0.377 -1.735 5.225
H -2.078 -1.219 3.506
H -1.763 1.059 0.814
F -2.618 3.943 -3.075
Te -1.764 3.230 -1.570
F -1.700 5.014 -0.921
F -3.436 3.469 -0.692
F -2.816 1.736 -2.130
F -0.287 4.008 -2.472
O -1.006 2.579 -0.046
*
```



(4)
Formula: C6H14O6
Source: the OMol25 dataset
Level of theory: ωB97M-V with the def2-TZVPD basis set

Calculated values
* E: -688.2119 Eh
* energy relative to the best compared isomer or geometry (same formula, charge and spin): 614.0 kJ/mol
* orbital gap: 9.85 eV
* HOMO energy: -9.43 eV
* SMILES: OC[C@@H](O)[C@@H](O)[C@@H](O)[C@@H](O)CO

Geometry as ORCA input:
```
! RIJCOSX wB97M-V def2-TZVPD def2/J DEFGRID3
* xyz 0 1
C -1.097 0.348 2.542
C -0.247 0.318 1.378
C -0.972 0.672 -0.055
C -0.316 -0.236 -1.001
C 1.126 0.151 -1.618
C 2.430 -0.497 -0.989
H -1.321 2.162 2.008
H -1.856 -0.522 2.916
H -0.388 0.264 3.302
H 0.285 -0.650 1.337
H 0.814 1.697 2.406
H -1.092 1.833 -0.145
H -2.804 0.001 0.769
H -0.874 -0.048 -1.940
H -1.242 -1.579 -0.020
H 1.485 1.311 -1.603
H 1.132 -1.075 -3.518
H 2.557 -0.269 0.200
H 3.278 -0.119 -1.462
H 1.122 -2.155 -0.891
O -1.909 1.579 2.483
O 0.322 1.570 1.579
O -2.152 -0.190 -0.102
O -0.424 -1.584 -0.536
O 1.130 -0.040 -2.924
O 2.202 -2.008 -1.112
*
```



(5)
Formula: C22H32BrIrN2O3Se2
Source: the OMol25 dataset
Level of theory: ωB97M-V with the def2-TZVPD basis set

Calculated values
* E: -8673.9214 Eh
* energy relative to the best compared isomer or geometry (same formula, charge and spin): 9.7 kJ/mol
* orbital gap (spin up / spin down): 6.39 / 6.32 eV
* HOMO energy (spin up / spin down): -6.71 / -6.68 eV

Geometry as ORCA input:
```
! RIJCOSX wB97M-V def2-TZVPD def2/J DEFGRID3
* xyz 0 1
Ir -0.028 0.453 -1.397
O 0.546 -5.068 -2.657
C -0.286 -4.011 -2.525
C -1.097 -3.552 -3.557
C -1.907 -2.461 -3.313
N -1.962 -1.827 -2.142
C -1.180 -2.291 -1.170
Br 0.620 0.061 -3.706
C -0.328 -3.372 -1.294
H 0.534 -5.382 -3.568
H -1.085 -4.022 -4.532
H -2.534 -2.058 -4.099
H 0.297 -3.705 -0.477
O -5.642 -0.446 -0.613
C -5.230 0.245 0.555
C -3.699 0.377 0.550
C -3.359 1.118 1.841
O -2.012 0.873 2.208
C -3.136 -1.045 0.552
Se -1.188 -1.241 0.455
C -3.322 1.126 -0.738
Se -1.648 2.137 -0.885
H -6.602 -0.483 -0.631
H -5.550 -0.292 1.457
H -5.667 1.251 0.583
H -4.016 0.750 2.640
H -3.550 2.188 1.704
H -1.758 1.479 2.910
H -3.505 -1.574 -0.323
H -3.443 -1.577 1.454
H -4.077 1.890 -0.935
H -3.346 0.428 -1.572
C 4.645 -1.565 2.196
C 3.391 -0.745 2.029
C 2.534 -0.521 3.101
C 1.379 0.237 2.947
C 0.454 0.484 4.109
C 1.094 0.782 1.702
C 1.922 0.555 0.607
C 3.073 -0.211 0.788
N 1.585 1.105 -0.662
C 2.494 2.138 -1.258
C 3.180 2.909 -0.121
C 1.656 3.148 -2.044
C 3.564 1.549 -2.183
H 4.726 -1.959 3.208
H 5.533 -0.962 1.995
H 4.659 -2.406 1.501
H 2.771 -0.946 4.071
H 0.775 -0.065 4.993
H -0.564 0.174 3.864
H 0.427 1.546 4.367
H 0.219 1.407 1.559
H 3.717 -0.420 -0.055
H 2.448 3.230 0.623
H 3.661 3.794 -0.538
H 3.940 2.315 0.385
H 0.935 3.638 -1.386
H 1.112 2.670 -2.856
H 2.312 3.908 -2.470
H 4.177 0.808 -1.672
H 4.224 2.352 -2.519
H 3.116 1.083 -3.055
*
```



(6)
Formula: C4H9NO2
Source: the OMol25 dataset
Level of theory: ωB97M-V with the def2-TZVPD basis set

Calculated values
* E: -363.0071 Eh
* energy relative to the best compared isomer or geometry (same formula, charge and spin): 206.0 kJ/mol
* orbital gap: 9.79 eV
* HOMO energy: -9.26 eV
* SMILES: CC[C@@H](N)C(=O)O

Geometry as ORCA input:
```
! RIJCOSX wB97M-V def2-TZVPD def2/J DEFGRID3
* xyz 0 1
O 1.857 1.545 1.189
C 0.710 1.482 0.863
O 0.011 2.572 0.643
C -0.113 0.276 0.525
C -0.236 -0.103 -0.981
C -0.779 -1.516 -1.262
N 0.414 -0.905 1.367
H 0.572 3.369 0.148
H -1.198 0.400 0.804
H -0.807 0.682 -1.498
H 0.732 -0.166 -1.341
H -1.893 -1.386 -1.415
H -0.616 -2.126 -0.286
H -0.288 -2.038 -2.089
H 1.139 -1.497 1.095
H 0.496 -0.589 2.237
*
```



(7)
Formula: C41H25AsF5N3S2V
Source: the OMol25 dataset
Level of theory: ωB97M-V with the def2-TZVPD basis set

Calculated values
* E: -6217.0867 Eh
* ⟨S²⟩: 0.82
* energy relative to the best compared isomer or geometry (same formula, charge and spin): 121.4 kJ/mol
* orbital gap (spin up / spin down): 6.79 / 6.79 eV
* HOMO energy (spin up / spin down): -8.48 / -8.50 eV

Geometry as ORCA input:
```
! RIJCOSX wB97M-V def2-TZVPD def2/J DEFGRID3
* xyz 0 2
V -0.763 0.461 -0.086
N 2.713 9.735 2.305
C 2.397 8.722 1.864
C 2.000 7.452 1.311
C 2.155 7.213 -0.053
C 1.779 5.992 -0.582
C 1.232 5.011 0.240
C 1.075 5.257 1.600
C 1.463 6.472 2.139
C 0.797 3.688 -0.304
C 1.890 2.820 -0.634
C 3.227 3.195 -0.593
C 3.991 2.215 -1.253
C 3.113 1.262 -1.696
N 1.843 1.605 -1.318
C -0.561 3.548 -0.431
C -1.474 4.667 -0.381
C -2.715 4.193 -0.660
C -2.566 2.785 -0.822
N -1.319 2.389 -0.700
H 2.570 7.984 -0.688
H 1.903 5.797 -1.639
H 0.651 4.486 2.232
H 1.348 6.664 3.197
H 3.603 4.102 -0.153
H 5.060 2.203 -1.386
H 3.277 0.329 -2.207
H -1.193 5.692 -0.205
H -3.636 4.744 -0.740
H -3.358 2.073 -0.990
S -0.190 0.912 1.796
F -2.977 -1.306 1.579
C -3.393 -1.183 0.299
C -2.687 -0.388 -0.581
C -3.195 -0.372 -1.866
F -2.606 0.382 -2.822
C -4.299 -1.104 -2.273
F -4.731 -1.069 -3.538
C -4.954 -1.899 -1.351
F -6.006 -2.627 -1.721
C -4.500 -1.939 -0.045
F -5.121 -2.713 0.848
S 0.569 -0.284 -2.651
C 0.763 0.722 -1.401
C 4.232 -3.008 -1.411
C 3.165 -3.776 -1.854
C 1.886 -3.545 -1.362
C 1.672 -2.540 -0.430
C 2.743 -1.766 0.009
C 4.021 -2.004 -0.474
As -0.072 -2.101 0.307
C -1.249 -3.438 -0.465
C -1.892 -4.379 0.332
C -2.818 -5.250 -0.230
C -3.103 -5.186 -1.585
C -2.462 -4.248 -2.384
C -1.544 -3.371 -1.825
C 0.175 -2.815 2.096
C -0.489 -2.247 3.177
C -0.342 -2.792 4.446
C 0.467 -3.902 4.639
C 1.131 -4.471 3.560
C 0.985 -3.931 2.292
H 5.228 -3.190 -1.794
H 3.326 -4.560 -2.582
H 1.059 -4.151 -1.709
H 2.576 -0.975 0.734
H 4.850 -1.403 -0.123
H -1.685 -4.427 1.393
H -3.323 -5.973 0.398
H -3.830 -5.860 -2.019
H -2.690 -4.188 -3.441
H -1.068 -2.622 -2.445
H -1.118 -1.382 3.032
H -0.860 -2.345 5.285
H 0.583 -4.323 5.629
H 1.764 -5.337 3.707
H 1.506 -4.378 1.454
*
```



(8)
Formula: C27H41BrIrN2P2
Source: the OMol25 dataset
Level of theory: ωB97M-V with the def2-TZVPD basis set

Calculated values
* E: -4522.1525 Eh
* ⟨S²⟩: 8.93
* energy relative to the best compared isomer or geometry (same formula, charge and spin): 0.0 kJ/mol
* orbital gap (spin up / spin down): 3.01 / 2.11 eV
* HOMO energy (spin up / spin down): -16.22 / -18.53 eV

Geometry as ORCA input:
```
! RIJCOSX wB97M-V def2-TZVPD def2/J DEFGRID3
* xyz 4 6
C -0.606 7.181 -3.227
C -0.776 5.819 -3.514
C -1.095 5.417 -4.821
C -1.218 6.402 -5.804
N -1.041 7.692 -5.508
C -0.747 8.099 -4.271
C -0.622 4.852 -2.470
C -0.596 3.972 -1.635
C -0.541 3.007 -0.665
C 0.534 3.134 0.233
C 0.629 2.149 1.180
C -0.327 1.121 1.109
C -1.444 1.032 0.295
C -1.528 2.027 -0.666
Ir 0.321 0.187 2.639
P 2.035 -0.892 1.823
H -1.243 4.361 -5.053
H -0.372 7.505 -2.213
H -1.462 6.115 -6.835
H -0.613 9.171 -4.074
H -2.332 2.062 -1.397
H 1.225 3.977 0.151
H -2.175 0.256 0.432
H 1.393 2.209 1.967
C 2.327 -2.526 2.595
C 3.220 -3.479 1.794
H 1.328 -2.961 2.763
H 2.763 -2.317 3.586
H 3.406 -4.373 2.405
H 2.737 -3.809 0.864
H 4.194 -3.032 1.550
C 1.774 -1.145 0.026
C 2.782 -0.460 -0.885
H 0.761 -0.763 -0.183
H 1.743 -2.229 -0.150
H 2.494 -0.664 -1.925
H 2.782 0.630 -0.745
H 3.802 -0.844 -0.738
C 3.474 0.185 2.143
C 4.837 -0.496 2.150
H 3.269 0.653 3.121
H 3.434 0.989 1.394
H 5.598 0.273 2.329
H 4.923 -1.242 2.949
H 5.070 -0.972 1.189
Br -1.381 -1.556 2.155
P -2.419 -3.142 -1.183
C -0.612 -3.407 -1.123
C -0.263 -4.876 -1.413
H -0.264 -3.077 -0.135
H -0.155 -2.740 -1.873
H 0.791 -4.974 -1.702
H -0.431 -5.504 -0.529
H -0.881 -5.254 -2.237
C -3.173 -3.193 0.467
C -4.598 -3.713 0.608
H -3.126 -2.151 0.844
H -2.493 -3.811 1.074
H -4.802 -3.863 1.676
H -5.323 -2.990 0.222
H -4.697 -4.670 0.091
C -2.755 -1.533 -1.980
C -3.034 -1.708 -3.484
H -1.917 -0.850 -1.793
H -3.638 -1.110 -1.479
H -3.490 -0.802 -3.901
H -2.115 -1.908 -4.045
H -3.727 -2.541 -3.647
C 0.016 0.196 7.062
C 0.150 0.111 5.639
N 0.272 0.141 4.483
H 0.859 -0.322 7.542
H -0.924 -0.279 7.378
H 0.012 1.253 7.373
*
```